No. 1
# C5H12N2O

2 unconnected molecules or ions with the total composition C5H12N2O at a distorted geometry (ωB97M-V/def2-TZVPD, the OMol25 dataset).

Element x y z (Å)
C -1.519186 -0.964229 -1.191907
C -0.247557 -0.297302 -1.608709
C 0.986476 -0.823332 -1.395084
N 1.244831 -2.061742 -0.792308
H -2.383226 -0.460003 -1.618970
H -1.551361 -2.005219 -1.526072
H -1.602792 -0.974546 -0.106042
H -0.330219 0.432735 -2.402018
H 1.826031 -0.419576 -1.951938
H 2.009490 -2.603742 -1.165675
H 0.699864 -2.317750 0.020400
C -0.686685 2.073058 1.881047
N 0.391182 1.613930 1.022285
C 0.832987 0.281871 1.116720
O 0.303377 -0.527652 1.859646
H -1.342656 1.227217 2.078179
H -1.271506 2.857604 1.397985
H -0.309859 2.446004 2.835194
H 1.091050 2.316707 0.826808
H 1.859757 0.205967 0.720461

Forces on the atoms, in the same order (eV/Å):
C 0.2 0.1 0.2
C 1.1 -1.0 -0.5
C -1.3 -0.8 -1.5
N -0.2 1.0 0.1
H 0.0 0.1 0.1
H 0.1 -0.1 0.0
H -0.2 0.0 0.2
H 0.2 0.6 0.5
H 0.0 0.2 0.2
H -0.3 0.1 0.7
H 0.4 -0.3 -0.3
C -0.2 -0.2 -0.1
N 0.1 -1.0 0.2
C 0.3 2.5 2.2
O 0.0 -0.2 -1.3
H 0.0 0.1 0.0
H 0.1 0.0 0.0
H 0.0 0.0 0.1
H 0.0 -0.4 -0.3
H -0.4 -0.5 -0.3

For the max |F|, the calculation gives 3.4 eV/A. The relative energy (zero: lowest compared OMol25 entry of this formula, charge and spin) comes out at 2.188 eV. As for the frontier orbital gap: 8.706 eV. As for the molar mass: 116.16 g mol⁻¹. Its LUMO energy is 0.98 eV. For the total energy, the calculation gives -10406.23581 eV. As for the structure (SMILES): C/C=C\N.CNC=O.


No. 2
# C5H12N2O

A single C5H12N2O molecule at a distorted geometry (ωB97M-V/def2-TZVPD, the OMol25 dataset).

Element x y z (Å)
C 2.053314 -0.353610 -0.883881
N 0.653805 -0.194845 -1.398893
C 0.742247 -0.028928 -2.872848
C -0.142319 0.948152 -0.840781
C -1.337702 0.298657 -0.088682
N -0.791110 -0.289417 1.137097
C -0.983518 0.099276 2.423027
O -0.736127 -0.661241 3.329895
H 2.151880 0.217755 0.040571
H 2.790401 0.035520 -1.588646
H 2.165871 -1.417032 -0.717399
H 1.486833 -0.732493 -3.248329
H 1.107871 0.996303 -3.050292
H -0.220174 -0.281342 -3.316370
H -0.414963 1.636091 -1.645420
H 0.464049 1.518022 -0.134453
H -1.972496 1.151827 0.147827
H -1.714619 -0.547399 -0.653610
H -0.345892 -1.177595 0.982767
H -1.341048 1.119455 2.571233

Forces on the atoms, in the same order (eV/Å):
C -1.5 0.6 0.1
N 0.7 0.9 -0.6
C 0.3 -0.4 1.1
C 0.4 -1.7 -0.2
C 2.1 1.4 0.6
N -0.6 0.5 -0.6
C 0.3 -1.2 -0.6
O 0.1 0.3 0.8
H 0.1 -0.3 0.1
H 0.1 -0.1 0.0
H 0.6 -0.1 0.2
H -0.1 0.0 -0.1
H -0.3 -0.2 -0.6
H 0.0 0.4 -0.2
H -0.3 -0.1 0.0
H -0.1 0.0 0.1
H -0.8 -0.6 0.1
H -0.7 0.5 -0.3
H 0.0 -0.2 0.4
H -0.3 0.3 -0.1

For the max |F|, the calculation gives 2.6 eV/A. The relative energy (zero: lowest compared OMol25 entry of this formula, charge and spin) comes out at 2.047 eV. As for the frontier orbital gap: 9.796 eV. As for the molar mass: 116.16 g mol⁻¹. Its LUMO energy is 0.93 eV. For the total energy, the calculation gives -10406.37691 eV. As for the structure (SMILES): CN(C)CCNC=O.


No. 3
# C5H12N2O

A single C5H12N2O molecule at a distorted geometry (ωB97M-V/def2-TZVPD, the OMol25 dataset).

Element x y z (Å)
C 0.075510 0.684005 2.149490
C 0.640964 0.707972 0.757857
C -0.079094 -0.363097 -0.205702
C 0.822171 -0.689629 -1.381808
N 1.820048 -1.724101 -1.103001
N -1.479034 -0.056581 -0.532361
C -1.995667 1.223760 -0.673164
O -2.984011 1.369453 -1.364212
H -0.653991 1.469363 2.348637
H 0.845212 0.493522 2.927653
H -0.605611 -0.167308 2.373208
H 0.479911 1.665676 0.240409
H 1.708990 0.505939 0.607798
H -0.297948 -1.221005 0.561373
H 0.345371 -0.982642 -2.336169
H 1.418847 0.206834 -1.673851
H 1.516131 -2.639034 -1.394140
H 1.972578 -1.833001 -0.095471
H -1.803430 -0.652672 -1.301082
H -1.746943 2.002548 0.094528

Forces on the atoms, in the same order (eV/Å):
C -0.5 -1.2 1.4
C -1.2 -0.8 -2.6
C -0.7 -0.7 3.2
C 1.0 0.0 -1.0
N 0.3 -0.3 0.8
N 1.1 1.3 -1.0
C -1.8 -1.1 0.8
O 0.4 0.7 -0.3
H 0.8 0.6 0.3
H -0.4 1.0 -0.3
H 0.5 -0.1 -0.8
H 0.2 0.0 0.4
H -0.2 0.0 0.7
H 1.3 0.6 -1.8
H -0.4 0.1 0.7
H -0.6 -0.2 0.3
H -0.2 -0.1 -0.2
H 0.1 0.3 -0.4
H -0.2 0.3 0.5
H 0.6 -0.5 -0.7

For the max |F|, the calculation gives 3.4 eV/A. The relative energy (zero: lowest compared OMol25 entry of this formula, charge and spin) comes out at 2.104 eV. As for the frontier orbital gap: 10.401 eV. As for the molar mass: 116.16 g mol⁻¹. Its LUMO energy is 0.96 eV. For the total energy, the calculation gives -10406.31988 eV. As for the structure (SMILES): CC[C@H](CN)NC=O.


No. 4
# C5H12N2O

A single C5H12N2O molecule at a distorted geometry (ωB97M-V/def2-TZVPD, the OMol25 dataset).

Element x y z (Å)
C -1.163200 1.262955 -1.150530
N -0.596736 0.107053 -0.993683
C -0.718004 -0.535666 0.330763
C -1.762955 -1.643345 0.230485
N 0.543403 -1.080307 0.777816
C 1.605852 -0.094734 0.973693
C 1.863658 0.816090 -0.244731
O 1.345896 2.081108 -0.141627
H -1.807051 1.703761 -0.384190
H -1.332614 1.612346 -2.162338
H -1.035346 0.200333 1.086566
H -1.488387 -2.343351 -0.557958
H -2.740394 -1.217624 0.008561
H -1.816523 -2.177227 1.176806
H 0.849993 -1.787355 0.117072
H 1.324706 0.533008 1.823265
H 2.514707 -0.651151 1.217322
H 2.920171 0.871019 -0.515219
H 1.124483 0.306116 -1.073369
H 0.368342 2.036971 -0.518703

Forces on the atoms, in the same order (eV/Å):
C -0.8 -2.3 -0.1
N -1.7 1.2 -0.4
C 0.4 0.1 0.4
C 0.1 0.2 -0.1
N -0.1 -0.1 0.0
C 0.1 0.1 -0.1
C -1.9 -2.1 -1.6
O -2.5 1.5 -0.3
H 0.4 0.2 0.3
H 0.5 0.3 -0.1
H 0.0 0.0 -0.1
H 0.0 0.0 -0.1
H 0.0 0.0 -0.1
H 0.0 0.0 0.0
H 0.0 0.0 0.0
H 0.2 0.0 0.1
H -0.1 0.1 0.1
H -0.1 -0.1 -0.2
H 2.8 0.6 1.2
H 2.7 0.4 1.1

For the max |F|, the calculation gives 3.2 eV/A. The relative energy (zero: lowest compared OMol25 entry of this formula, charge and spin) comes out at 3.298 eV. As for the frontier orbital gap: 9.405 eV. As for the molar mass: 116.16 g mol⁻¹. Its LUMO energy is 0.49 eV. For the total energy, the calculation gives -10405.12556 eV. As for the structure (SMILES): C=N[C@@H](C)NCCO.


No. 5
# C5H12N2O

2 unconnected molecules or ions with the total composition C5H12N2O at a distorted geometry (ωB97M-V/def2-TZVPD, the OMol25 dataset).

Element x y z (Å)
H -0.791891 -1.940941 1.838333
N -0.694157 -2.247405 0.865111
C -1.101790 -1.313004 0.080471
C -1.470906 -1.583875 -1.343569
O -1.394160 -0.040897 0.636454
N -2.000689 0.935148 -0.240939
H -2.540603 -1.794813 -1.425287
H -0.915987 -2.452203 -1.711999
H -1.204250 -0.745486 -1.991027
H -1.250599 1.619890 -0.353261
H -2.687000 1.376586 0.371678
C 1.698096 1.455206 -0.912728
C 1.667863 0.503423 0.025210
C 1.902108 0.731020 1.480886
H 1.615637 1.199108 -1.964649
H 1.897196 2.492384 -0.661275
H 1.408676 -0.532196 -0.268874
H 1.465886 1.678763 1.811292
H 1.423708 -0.064719 2.060468
H 2.972861 0.724011 1.703702

Forces on the atoms, in the same order (eV/Å):
H 0.5 0.1 -0.1
N -0.8 1.4 -0.9
C -0.7 -0.4 1.4
C 0.8 0.3 -0.5
O 0.2 -1.1 -0.4
N 0.4 -0.3 0.2
H 0.1 0.2 0.1
H -0.2 0.0 0.4
H -0.3 0.0 0.1
H -0.1 -0.1 -0.1
H 0.1 -0.2 -0.1
C 0.2 -0.5 0.3
C -0.4 -0.1 -0.8
C -0.3 -0.1 0.3
H -0.2 0.1 0.1
H 0.0 0.0 0.0
H 0.4 0.6 0.1
H 0.2 0.0 0.0
H 0.1 0.1 0.0
H -0.1 0.0 0.1

For the max |F|, the calculation gives 1.9 eV/A. The relative energy (zero: lowest compared OMol25 entry of this formula, charge and spin) comes out at 3.734 eV. As for the frontier orbital gap: 10.584 eV. As for the molar mass: 116.16 g mol⁻¹. Its LUMO energy is 0.90 eV. For the total energy, the calculation gives -10404.68954 eV. As for the structure (SMILES): [H]/N=C(/C)ON.C=CC.


No. 6
# C5H12N2O

A single C5H12N2O molecule at a distorted geometry (ωB97M-V/def2-TZVPD, the OMol25 dataset).

Element x y z (Å)
C 2.082613 -2.647417 0.203305
N 1.276299 -1.483541 -0.354018
C 0.182042 -1.093570 0.568822
C -0.901778 -0.164212 -0.104005
N -0.338816 0.872737 -0.813780
C -0.558639 2.226614 -0.586037
C -1.856082 2.670220 -0.053918
O 0.394667 2.963036 -0.800950
H 3.129743 -2.361178 0.229061
H 2.014744 -3.561796 -0.452732
H 1.805355 -2.996948 1.177311
H 1.827686 -0.657400 -0.529491
H 0.503146 -0.562064 1.599377
H -0.272508 -2.083945 0.821990
H -1.568238 0.299197 0.748364
H -1.640125 -0.835751 -0.664364
H 0.404410 0.663651 -1.468017
H -1.702355 3.543979 0.676844
H -2.257846 2.055606 0.632528
H -2.524318 3.152784 -0.830290

Forces on the atoms, in the same order (eV/Å):
C 0.1 0.4 -2.1
N -0.7 -0.6 1.4
C -0.2 0.1 1.2
C -2.5 -2.5 2.6
N 0.0 1.7 -1.2
C 2.7 -0.7 -0.3
C 0.4 5.0 -0.4
O -0.9 0.5 -0.3
H 0.2 0.0 0.1
H -0.1 1.1 0.3
H -0.4 0.3 0.7
H 0.6 -0.3 0.1
H -0.2 -1.2 -2.1
H -0.1 1.0 0.1
H 1.4 -1.1 -1.5
H 1.0 0.8 0.2
H 0.0 0.2 0.3
H 0.4 -0.8 -1.3
H -2.1 -2.8 1.4
H 0.6 -1.2 0.8

For the max |F|, the calculation gives 5.0 eV/A. The relative energy (zero: lowest compared OMol25 entry of this formula, charge and spin) comes out at 2.448 eV. As for the frontier orbital gap: 9.850 eV. As for the molar mass: 116.16 g mol⁻¹. Its LUMO energy is 0.95 eV. For the total energy, the calculation gives -10405.97640 eV. As for the structure (SMILES): CNCCNC(C)=O.


No. 7
# C5H12N2O

2 unconnected molecules or ions with the total composition C5H12N2O (ωB97M-V/def2-TZVPD, the OMol25 dataset).

Element x y z (Å)
H -0.130585 -0.781191 2.317115
N 0.276374 0.091256 2.638689
C 1.027012 0.658820 1.777863
N 1.683515 1.796961 2.159798
C 1.314856 0.220999 0.401239
C 0.938837 -0.942756 -0.116903
C 1.191847 -1.370606 -1.517786
H 1.399053 2.190810 3.040017
H 2.014696 2.432165 1.456062
H 1.878439 0.919818 -0.204739
H 0.386791 -1.652058 0.486476
H 1.819464 -0.654324 -2.041850
H 1.670053 -2.344579 -1.538399
H 0.231236 -1.444835 -2.041656
C -2.861943 0.031760 -1.376916
O -1.598701 0.163238 -0.774363
H -2.753844 -0.703923 -2.176813
H -3.198541 0.973624 -1.815642
H -3.620375 -0.328919 -0.666686
H -1.668183 0.743741 -0.005504

Forces on the atoms, in the same order (eV/Å):
H 0.1 0.1 -0.2
N -0.2 -0.1 0.3
C -0.3 -0.3 0.3
N 0.2 0.3 -0.1
C 0.1 -0.3 -0.2
C 0.2 0.2 0.1
C -0.2 0.2 0.0
H 0.0 0.0 0.0
H 0.0 0.0 0.0
H 0.1 0.0 -0.1
H -0.1 0.0 0.2
H 0.0 0.0 -0.1
H 0.1 -0.2 -0.1
H 0.2 0.0 0.0
C -0.4 -0.1 -0.1
O 0.2 0.1 0.3
H -0.1 0.1 0.1
H -0.1 0.0 0.0
H 0.1 0.1 -0.2
H 0.1 -0.2 -0.1

For the max |F|, the calculation gives 0.5 eV/A. The relative energy (zero: lowest compared OMol25 entry of this formula, charge and spin) comes out at 2.003 eV. As for the frontier orbital gap: 9.669 eV. As for the molar mass: 116.16 g mol⁻¹. Its LUMO energy is 0.88 eV. For the total energy, the calculation gives -10406.42072 eV. As for the structure (SMILES): [H]/N=C(N)\C=C\C.CO.


No. 8
# C5H12N2O

A single C5H12N2O molecule at a distorted geometry (ωB97M-V/def2-TZVPD, the OMol25 dataset).

Element x y z (Å)
C -2.366420 0.758164 0.231215
C -1.468543 0.105617 1.399935
N -2.005082 -0.953391 2.157173
C -0.379443 -0.822095 0.518129
N 0.052511 -0.098244 -0.654651
C 1.501861 -0.446492 -0.902321
C 2.309788 0.820469 -1.121313
O 3.120289 0.860388 -2.041319
H -3.097830 1.254929 0.707194
H -2.684484 0.007118 -0.384922
H -1.776018 1.440871 -0.351727
H -1.094636 0.891977 2.104751
H -2.207225 -0.808778 3.058542
H -2.891636 -1.283552 1.900332
H -0.963624 -1.733313 0.347278
H 0.325918 -1.168759 1.242227
H -0.487143 -0.204323 -1.435695
H 1.968460 -0.896502 -0.033019
H 1.660249 -1.144187 -1.737403
H 2.370192 1.628887 -0.358538

Forces on the atoms, in the same order (eV/Å):
C 3.8 -0.5 2.5
C 1.6 -0.4 -3.3
N -0.5 -1.5 -1.3
C -3.1 2.3 1.1
N 4.8 -0.8 3.2
C -1.1 1.3 -0.7
C 2.2 -0.8 -1.4
O -1.1 0.4 0.9
H -3.1 1.8 1.2
H -1.2 -2.0 -1.5
H 0.3 0.3 0.0
H 0.3 -0.6 -1.0
H 0.0 1.4 4.5
H -1.3 -0.7 -1.6
H -0.2 0.2 -0.5
H 1.2 0.3 0.0
H -1.5 -0.6 -2.2
H -0.3 -0.2 0.3
H 0.0 0.4 0.1
H -0.8 -0.3 -0.1

For the max |F|, the calculation gives 5.8 eV/A. The relative energy (zero: lowest compared OMol25 entry of this formula, charge and spin) comes out at 3.735 eV. As for the frontier orbital gap: 9.644 eV. As for the molar mass: 116.16 g mol⁻¹. Its LUMO energy is 0.99 eV. For the total energy, the calculation gives -10404.68896 eV. As for the structure (SMILES): C[C@@H](N)CNCC=O.